This record from the OMol25 dataset describes 2 unconnected molecules or ions with the total composition C6H10N at a distorted geometry. The level of theory is the ωB97M-V functional and the def2-TZVPD basis.

ORCA input file:
```
! wB97M-V def2-TZVPD RIJCOSX def2/J DEFGRID3
* xyz 1 1
C 2.68 1.59 -0.05
C -0.91 0.46 0.69
C 2.09 2.23 -1.26
C -0.92 -0.76 0.31
C -0.39 -1.79 -0.61
C -2.37 -0.98 1.00
N 1.30 1.51 -0.59
H 3.20 0.69 -0.23
H 2.81 2.28 0.73
H -1.11 1.42 1.17
H 2.36 3.02 -1.93
H 0.49 -1.41 -1.16
H -1.01 -1.99 -1.49
H -0.19 -2.74 -0.02
H -2.16 -2.10 1.38
H -3.11 -1.05 0.20
H -2.74 -0.37 1.84
*
```

Calculated values
gap between HOMO and LUMO: 0.314 Ha
relative energy (zero: lowest compared OMol25 entry of this formula, charge and spin): 5.235 eV
E: -7861.1135 eV
strongest force on any atom: 3.26 eV Å⁻¹
LUMO level: -4.9 eV
E_HOMO: -13.5016 eV


This record from the OMol25 dataset describes a gas-phase ion, C6H10N (charge +1) at a distorted geometry. The level of theory is the ωB97M-V functional and the def2-TZVPD basis.

ORCA input file:
```
! wB97M-V def2-TZVPD RIJCOSX def2/J DEFGRID3
* xyz 1 1
C -0.64 -0.99 -0.67
C -1.12 -1.45 -2.10
C 0.58 1.35 -0.77
C 0.02 0.08 -0.14
C 0.56 0.68 1.20
C 0.59 0.29 2.59
N 1.01 1.73 0.57
H -2.21 -1.38 -2.10
H -0.92 -1.75 0.05
H -0.84 -2.49 -2.22
H -0.71 -0.84 -2.89
H 1.40 1.21 -1.47
H -0.16 2.03 -1.19
H 0.45 1.15 3.24
H 1.58 -0.12 2.82
H -0.15 -0.47 2.81
H 1.49 2.56 0.90
*
```

Calculated values
gap between HOMO and LUMO: 0.357 Ha
relative energy (zero: lowest compared OMol25 entry of this formula, charge and spin): 0.329 eV
E: -7866.0195 eV
strongest force on any atom: 2.85 eV Å⁻¹
LUMO level: -4.7 eV
E_HOMO: -14.3918 eV


This record from the OMol25 dataset describes 2 unconnected molecules or ions with the total composition C6H10N at a distorted geometry. The level of theory is the ωB97M-V functional and the def2-TZVPD basis.

ORCA input file:
```
! wB97M-V def2-TZVPD RIJCOSX def2/J DEFGRID3
* xyz 1 1
C 1.22 0.35 -0.36
C 1.56 0.30 -1.83
C 0.74 -0.23 -3.02
C 0.04 0.24 0.11
C 1.60 -1.03 -2.56
C -1.24 0.44 0.53
N -1.33 -0.25 3.04
H 2.13 0.70 0.16
H 2.22 1.13 -1.99
H 0.08 0.08 -3.77
H 2.08 -2.10 -2.39
H -1.66 1.45 0.09
H -1.28 0.32 1.76
H -2.00 -0.36 0.47
H -0.42 -0.06 3.57
H -1.58 -1.31 2.84
H -2.13 0.32 3.34
*
```

Calculated values
gap between HOMO and LUMO: 0.313 Ha
relative energy (zero: lowest compared OMol25 entry of this formula, charge and spin): 5.148 eV
E: -7861.1998 eV
strongest force on any atom: 4.28 eV Å⁻¹
LUMO level: -4.5 eV
E_HOMO: -13.0560 eV


This record from the OMol25 dataset describes a gas-phase ion, C6H10N (charge +1) at a distorted geometry. The level of theory is the ωB97M-V functional and the def2-TZVPD basis.

ORCA input file:
```
! wB97M-V def2-TZVPD RIJCOSX def2/J DEFGRID3
* xyz 1 1
C 0.19 1.71 0.05
C 1.16 0.98 0.73
C -1.81 0.04 -0.31
C -1.79 -0.70 0.92
C -0.37 0.53 -0.64
C 0.82 -0.25 0.12
N 1.83 -1.15 -0.44
H -0.03 2.81 0.05
H 2.02 1.19 1.37
H -2.22 -0.65 -1.15
H -2.54 0.92 -0.22
H -1.51 -0.29 1.84
H -1.95 -1.68 0.98
H -0.10 0.63 -1.63
H 1.50 -1.58 -1.37
H 2.10 -1.92 0.29
H 2.69 -0.61 -0.58
*
```

Calculated values
gap between HOMO and LUMO (alpha / beta): 0.313 / 0.260 Ha
relative energy (zero: lowest compared OMol25 entry of this formula, charge and spin): 4.641 eV
E: -7861.7075 eV
strongest force on any atom: 3.54 eV Å⁻¹
LUMO level (alpha / beta): -4.0 / -4.7 eV
E_HOMO (alpha / beta): -12.4841 / -11.7460 eV


This record from the OMol25 dataset describes a single C6H10N2 molecule at a distorted geometry. The level of theory is the ωB97M-V functional and the def2-TZVPD basis.

ORCA input file:
```
! wB97M-V def2-TZVPD RIJCOSX def2/J DEFGRID3
* xyz 0 1
C -0.70 1.26 0.58
C -1.42 0.23 0.28
C 1.58 0.67 0.62
C -1.17 -1.20 0.63
C -2.70 0.57 -0.58
C 3.39 -0.50 -0.65
N 0.75 1.05 1.39
N 2.60 0.48 0.05
H -0.95 2.22 0.34
H -0.45 -1.31 1.39
H -0.72 -1.85 -0.16
H -2.03 -1.65 0.92
H -3.66 0.40 -0.14
H -2.61 -0.09 -1.43
H -2.61 1.62 -0.85
H 2.80 -0.64 -1.57
H 4.32 0.06 -0.96
H 3.58 -1.30 0.12
*
```

Calculated values
gap between HOMO and LUMO: 0.356 Ha
relative energy (zero: lowest compared OMol25 entry of this formula, charge and spin): 3.107 eV
E: -9361.3303 eV
strongest force on any atom: 6.51 eV Å⁻¹
LUMO level: 0.8 eV
E_HOMO: -8.8962 eV


This record from the OMol25 dataset describes a single C6H10N2 molecule at a distorted geometry. The level of theory is the ωB97M-V functional and the def2-TZVPD basis.

ORCA input file:
```
! wB97M-V def2-TZVPD RIJCOSX def2/J DEFGRID3
* xyz 0 1
C 1.52 1.23 0.87
C 1.59 -0.14 0.38
C -0.03 -0.63 0.51
C -0.61 -1.42 -0.68
C -1.96 -0.57 -1.00
C -0.70 0.68 0.23
H 2.22 1.79 0.37
H 1.59 1.18 1.96
H 2.26 -0.77 1.00
H 1.81 -0.04 -0.61
H -0.16 -1.02 1.48
H -0.84 -2.48 -0.55
H -0.14 -1.40 -1.71
H -2.73 -1.03 -0.30
H -2.16 -0.53 -2.13
H -0.03 2.70 0.11
N -1.72 0.77 -0.46
N 0.10 1.68 0.52
*
```

Calculated values
gap between HOMO and LUMO: 0.335 Ha
relative energy (zero: lowest compared OMol25 entry of this formula, charge and spin): 2.003 eV
E: -9362.4338 eV
strongest force on any atom: 5.91 eV Å⁻¹
LUMO level: 1.0 eV
E_HOMO: -8.1182 eV


This record from the OMol25 dataset describes a molecular structure, C6H10N2 at a distorted geometry. The level of theory is the ωB97M-V functional and the def2-TZVPD basis.

ORCA input file:
```
! wB97M-V def2-TZVPD RIJCOSX def2/J DEFGRID3
* xyz 0 1
C 0.32 0.11 0.65
C 0.91 -1.13 0.10
C -0.50 -1.19 -0.59
C -1.01 -0.44 0.70
C -0.97 1.08 -1.47
C 0.29 0.93 -0.76
H 0.76 0.70 2.60
H 2.09 0.85 1.42
H 1.74 -1.21 -0.58
H 1.11 -1.92 0.93
H -1.18 -2.01 -0.88
H -0.98 -1.22 1.50
H -1.85 0.15 0.69
H -0.82 1.75 -2.32
H -1.91 1.02 -1.01
H 1.17 1.63 -0.93
N 0.94 1.01 1.62
N -0.11 -0.14 -1.67
*
```

Calculated values
gap between HOMO and LUMO: 0.370 Ha
relative energy (zero: lowest compared OMol25 entry of this formula, charge and spin): 4.140 eV
E: -9360.2971 eV
strongest force on any atom: 5.85 eV Å⁻¹
LUMO level: 1.0 eV
E_HOMO: -9.0497 eV


This record from the OMol25 dataset describes a molecular structure, C6H10N2 at a distorted geometry. The level of theory is the ωB97M-V functional and the def2-TZVPD basis.

ORCA input file:
```
! wB97M-V def2-TZVPD RIJCOSX def2/J DEFGRID3
* xyz 0 1
C 0.32 -0.61 0.14
C 1.77 -0.38 0.37
C 0.28 0.93 0.07
C -1.21 1.27 -0.47
C -1.95 0.21 -0.05
C -1.10 -0.77 0.76
H 0.84 -0.55 -1.70
H -0.69 -1.39 -1.37
H 2.05 -0.29 1.49
H 2.47 -0.92 -0.33
H 2.19 1.64 0.54
H 0.36 1.23 1.12
H -1.48 1.94 -1.27
H -2.97 0.17 -0.40
H -1.35 -0.57 1.81
H -1.59 -1.69 0.69
N 0.40 -1.25 -1.11
N 1.67 1.03 -0.28
*
```

Calculated values
gap between HOMO and LUMO: 0.354 Ha
relative energy (zero: lowest compared OMol25 entry of this formula, charge and spin): 5.254 eV
E: -9359.1834 eV
strongest force on any atom: 5.27 eV Å⁻¹
LUMO level: 0.9 eV
E_HOMO: -8.7306 eV


This record from the OMol25 dataset describes a single C6H10N2 molecule at a distorted geometry. The level of theory is the ωB97M-V functional and the def2-TZVPD basis.

ORCA input file:
```
! wB97M-V def2-TZVPD RIJCOSX def2/J DEFGRID3
* xyz 0 1
C 0.41 0.42 -0.08
C 1.45 -0.38 0.81
C -0.06 -0.89 -0.68
C -1.56 -0.93 -0.51
C -2.01 0.06 0.26
C -0.77 0.89 0.83
H 1.26 2.22 -0.54
H 1.46 0.96 -1.69
H 2.55 -0.17 0.40
H 1.39 -0.13 1.82
H 1.33 -2.36 -0.17
H 0.09 -1.04 -1.80
H -2.30 -1.46 -1.26
H -3.08 0.40 0.49
H -1.04 2.12 0.91
H -0.66 0.56 1.93
N 0.78 1.37 -1.01
N 0.78 -1.66 0.29
*
```

Calculated values
gap between HOMO and LUMO: 0.363 Ha
relative energy (zero: lowest compared OMol25 entry of this formula, charge and spin): 3.112 eV
E: -9361.3252 eV
strongest force on any atom: 4.71 eV Å⁻¹
LUMO level: 1.0 eV
E_HOMO: -8.8564 eV


This record from the OMol25 dataset describes a single C6H10N2 molecule at a distorted geometry. The level of theory is the ωB97M-V functional and the def2-TZVPD basis.

ORCA input file:
```
! wB97M-V def2-TZVPD RIJCOSX def2/J DEFGRID3
* xyz 0 1
C 0.20 1.47 0.66
C -0.46 1.52 -0.68
C -1.79 -0.24 0.52
C 0.56 -0.88 -0.31
C 1.84 -0.62 -0.43
C -0.41 0.20 0.06
N 0.20 -2.21 -0.18
N 3.00 -0.44 -0.52
H 0.96 -2.84 -0.44
H -0.65 -2.42 -0.69
H 3.32 0.19 0.23
H -0.29 1.90 1.53
H 1.27 1.66 0.65
H -1.39 2.08 -0.72
H 0.14 1.65 -1.57
H -2.49 -0.17 -0.32
H -1.83 -1.27 0.89
H -2.17 0.41 1.32
*
```

Calculated values
gap between HOMO and LUMO: 0.286 Ha
relative energy (zero: lowest compared OMol25 entry of this formula, charge and spin): 3.374 eV
E: -9361.0629 eV
strongest force on any atom: 5.37 eV Å⁻¹
LUMO level: 0.9 eV
E_HOMO: -6.8784 eV


This record from the OMol25 dataset describes a single C6H10N2 molecule at a distorted geometry. The level of theory is the ωB97M-V functional and the def2-TZVPD basis.

ORCA input file:
```
! wB97M-V def2-TZVPD RIJCOSX def2/J DEFGRID3
* xyz 0 1
C 1.46 1.33 0.08
C 0.89 -0.11 -0.02
C 1.84 -1.22 -0.11
C -0.44 -0.12 -0.01
C -1.35 1.07 -0.08
C -2.62 -0.65 0.01
H 0.65 2.13 -0.22
H 1.68 1.61 1.14
H 2.42 1.45 -0.43
H 2.65 -1.08 -0.87
H 2.37 -1.41 0.85
H 1.30 -2.17 -0.33
H -1.17 1.55 -1.02
H -1.14 1.73 0.74
H -3.44 -1.34 -0.05
H -1.06 -2.15 0.25
N -2.73 0.59 -0.05
N -1.31 -1.21 0.13
*
```

Calculated values
gap between HOMO and LUMO: 0.310 Ha
relative energy (zero: lowest compared OMol25 entry of this formula, charge and spin): 1.188 eV
E: -9363.2493 eV
strongest force on any atom: 2.68 eV Å⁻¹
LUMO level: 0.9 eV
E_HOMO: -7.5877 eV


This record from the OMol25 dataset describes a molecular structure, C6H10N2 at a distorted geometry. The level of theory is the ωB97M-V functional and the def2-TZVPD basis.

ORCA input file:
```
! wB97M-V def2-TZVPD RIJCOSX def2/J DEFGRID3
* xyz 0 1
C 2.96 -0.26 0.17
C 0.37 1.95 0.01
C 0.54 0.65 0.17
C 0.24 -1.64 -0.37
C -1.65 0.11 -0.57
C 2.08 0.13 1.20
N 3.67 -0.47 -0.73
N -0.34 -0.30 -0.03
H -0.31 2.29 -0.75
H 1.21 2.64 0.17
H 1.06 -1.58 -1.17
H 0.69 -2.22 0.49
H -0.66 -2.25 -0.74
H -1.67 -0.20 -1.69
H -2.41 -0.47 -0.07
H -1.73 1.15 -0.17
H 2.46 0.97 1.78
H 1.44 -0.59 1.69
*
```

Calculated values
gap between HOMO and LUMO: 0.330 Ha
relative energy (zero: lowest compared OMol25 entry of this formula, charge and spin): 3.621 eV
E: -9360.8163 eV
strongest force on any atom: 4.74 eV Å⁻¹
LUMO level: 0.7 eV
E_HOMO: -8.2495 eV


Question: What is the E in the sixth record?
Answer: -9362.4338 eV


Question: Among the records above, which one has the highest E?
Answer: number 1


Question: Which formula does entry 3 have?
Answer: C6H10N